(1)
6
Properties=species:S:1:pos:R:3:forces:R:3:mulliken_charge:R:1 method="wB97M-V/def2-TZVPD" gap_ev=10.2732 de_lowest_kcal_mol=20.63 smiles="O=[N+]([O-])PCl" mol_weight_g_mol=113.44 multiplicity=1 homo_ev=-10.5 e_lumo_ev=-0.2 total_charge=0 total_energy_ha=-1007.2813
N -0.0288 0.9032 -0.0298 0.6 1.1 -0.4 0.788
O 1.0744 1.2132 -0.4771 -1.5 -0.5 0.5 -0.491
O -0.9485 1.6902 0.1783 0.6 -1.1 -0.2 -0.527
P -0.2588 -0.8339 0.6546 1.7 1.9 3.2 0.267
Cl 1.3111 -1.6559 -0.1793 1.1 -0.8 -0.6 -0.121
H -1.1493 -1.3168 -0.1468 -2.4 -0.7 -2.5 0.083

(2)
7
Properties=species:S:1:pos:R:3:forces:R:3:mulliken_charge:R:1 method="wB97M-V/def2-TZVPD" gap_ev=5.3312 de_lowest_kcal_mol=19.56 mol_weight_g_mol=129.44 multiplicity=1 homo_ev=1.3 e_lumo_ev=6.7 total_charge=-2 total_energy_ha=-1082.6331
N -0.3017 -0.9680 1.6341 0.3 -0.6 -1.2 -0.609
O 0.7580 1.8593 -0.8477 -0.1 -0.1 0.3 -0.656
O -0.7288 0.0800 -1.9433 -0.2 -0.2 0.5 -0.653
O 1.7348 -0.4364 -1.4597 0.0 -0.2 0.3 -0.667
P 0.5520 0.4449 -1.2687 0.4 0.6 -1.2 0.903
Cl -1.0180 -0.1610 3.0031 -0.5 0.5 0.7 -0.407
H -0.9964 -0.8189 0.8822 0.1 0.0 0.5 0.090

(3)
4
Properties=species:S:1:pos:R:3:forces:R:3:lowdin_spin:R:1 method="wB97M-V/def2-TZVPD" gap_ev="6.4250 / 7.2921" de_lowest_kcal_mol=11.18 mol_weight_g_mol=81.44 multiplicity=3 homo_ev="-7.1 / -11.4" e_lumo_ev="-0.7 / -4.1" total_charge=0 total_energy_ha=-856.7077
N -1.0797 -0.0928 -0.1658 3.1 -0.8 -1.3 1.090
P -2.4009 0.2688 0.4112 -3.0 0.8 1.3 0.865
Cl 2.0075 0.1592 0.3746 0.7 0.7 1.4 0.043
H 1.4731 -0.3352 -0.6200 -0.7 -0.7 -1.4 0.002